{
  "formula": "C43H39BCrN6O2S5",
  "method": "ωB97M-V/def2-TZVPD",
  "elements": ["Cr", "C", "C", "C", "C", "N", "N", "B", "N", "N", "C", "C", "C", "C", "C", "C", "C", "C", "C", "C", "N", "N", "C", "C", "C", "C", "C", "C", "C", "C", "C", "C", "C", "C", "C", "C", "C", "C", "H", "H", "H", "H", "H", "H", "H", "H", "H", "H", "H", "H", "H", "H", "H", "H", "H", "H", "H", "H", "H", "H", "H", "H", "H", "H", "H", "H", "S", "C", "S", "C", "C", "S", "S", "S", "C", "C", "C", "C", "C", "C", "C", "C", "C", "C", "O", "O", "H", "H", "H", "H", "H", "H", "H", "H", "H", "H", "H"],
  "positions_angstrom": [[-0.247, -0.829, 0.050], [2.618, -4.542, -2.815], [1.357, -4.053, -2.186], [0.139, -4.690, -2.089], [-0.688, -3.793, -1.392], [-0.009, -2.699, -1.080], [1.253, -2.857, -1.565], [2.315, -1.726, -1.525], [1.736, -0.479, -2.236], [0.488, -0.055, -1.954], [0.268, 1.039, -2.679], [1.396, 1.321, -3.466], [2.312, 0.339, -3.139], [3.712, 0.160, -3.616], [-0.989, 1.800, -2.553], [-1.040, 3.133, -2.952], [-2.182, 3.891, -2.742], [-3.287, 3.323, -2.127], [-3.249, 1.990, -1.734], [-2.113, 1.233, -1.955], [2.734, -1.423, -0.077], [1.813, -1.107, 0.863], [2.451, -0.976, 2.017], [3.826, -1.205, 1.825], [3.961, -1.486, 0.484], [5.195, -1.831, -0.280], [1.753, -0.703, 3.288], [0.447, -0.220, 3.322], [-0.215, -0.070, 4.529], [0.421, -0.376, 5.723], [1.730, -0.834, 5.702], [2.388, -1.001, 4.493], [-2.066, -4.046, -0.942], [-2.377, -5.286, -0.384], [-3.653, -5.544, 0.087], [-4.634, -4.563, 0.008], [-4.332, -3.333, -0.552], [-3.057, -3.081, -1.034], [2.473, -5.570, -3.147], [2.905, -3.938, -3.677], [3.450, -4.522, -2.111], [-0.121, -5.665, -2.460], [3.282, -2.087, -2.131], [1.533, 2.123, -4.171], [3.948, 0.933, -4.347], [4.419, 0.247, -2.792], [3.863, -0.816, -4.080], [-0.161, 3.598, -3.379], [-2.190, 4.937, -3.023], [-4.167, 3.922, -1.930], [-4.091, 1.539, -1.224], [-2.087, 0.205, -1.619], [4.614, -1.159, 2.554], [6.045, -1.845, 0.403], [5.118, -2.813, -0.749], [5.404, -1.109, -1.069], [-0.078, 0.029, 2.412], [-1.245, 0.264, 4.519], [-0.107, -0.275, 6.663], [2.233, -1.093, 6.627], [3.391, -1.406, 4.484], [-1.593, -6.020, -0.255], [-3.871, -6.496, 0.555], [-5.622, -4.749, 0.412], [-5.071, -2.545, -0.581], [-2.826, -2.110, -1.447], [-5.595, -4.034, 4.846], [-4.353, -3.442, 3.870], [-4.476, -2.028, 2.930], [-2.889, -2.022, 2.204], [-2.075, -3.059, 2.563], [-0.466, -3.389, 2.038], [-2.821, -4.169, 3.699], [-2.561, -0.666, 1.149], [-1.238, 7.538, 0.111], [-0.749, 6.117, 0.195], [-1.427, 5.171, 0.948], [-0.996, 3.849, 1.040], [-1.799, 2.903, 1.885], [0.166, 3.464, 0.368], [0.888, 4.412, -0.367], [2.162, 4.093, -1.107], [0.408, 5.716, -0.456], [0.643, 2.017, 0.396], [1.849, 1.775, 0.334], [-0.293, 1.158, 0.463], [-2.319, 7.588, 0.241], [-0.991, 7.986, -0.853], [-0.785, 8.161, 0.887], [-2.333, 5.457, 1.471], [-2.557, 3.457, 2.439], [-1.170, 2.363, 2.596], [-2.281, 2.125, 1.292], [2.061, 3.207, -1.733], [2.974, 3.870, -0.416], [2.437, 4.948, -1.731], [0.960, 6.434, -1.055]],
  "mulliken_charge": [-0.02, -1.48, 1.11, -1.54, -0.40, 1.02, 0.11, -1.33, 0.47, 0.26, -0.17, -1.45, 0.97, -1.58, 0.33, -0.54, -0.53, -0.63, -0.43, 0.91, 0.03, 2.02, -0.37, -1.63, 1.00, -1.38, 1.03, 0.28, -0.85, -0.64, -0.60, -1.01, 0.23, -0.57, -0.82, -0.32, -0.54, 0.04, 0.40, 0.22, 0.22, 0.53, -0.15, 0.46, 0.43, 0.16, 0.24, 0.17, 0.38, 0.35, 0.41, -0.15, 0.46, 0.41, 0.16, 0.15, 0.33, 0.45, 0.37, 0.35, 0.27, 0.36, 0.34, 0.41, 0.32, 0.42, -0.41, 0.13, -0.13, -0.05, 0.21, -0.42, -0.18, -0.49, -1.67, 0.94, -1.20, 0.98, -0.99, 0.50, 1.05, -1.43, -1.19, -0.14, -0.69, 0.95, 0.37, 0.38, 0.32, 0.29, 0.42, 0.12, -0.09, 0.12, 0.28, 0.36, 0.22],
  "homo_lumo_gap_ev": [4.59, 4.66],
  "total_charge": -2,
  "spin_multiplicity": 5,
  "total_energy_ha": -5201.6139
}